Record 1
DFT (ωB97M-V/def2-TZVPD) results for CHNS4 in the gas phase.

Atoms and positions in Å:
1 C -0.25813 1.51816 -0.11921
2 N -1.21401 0.78876 -0.18044
3 S 0.84356 2.57250 0.22604
4 S -0.47638 -1.76127 0.71478
5 S -1.96157 -0.54371 -0.04369
6 S 1.05186 -1.56072 -0.66754
7 H 2.01466 -1.01372 0.07007

Cartesian forces (eV/Å) of the 6 atoms listed first:
-1.2 -0.7 0.7
2.4 4.4 -0.5
0.4 0.2 -0.3
0.4 -0.3 0.3
-1.4 -3.4 0.0
-0.4 -0.6 -0.6

Gap between HOMO and LUMO: 8.243 eV
Molecular weight: 155.29 g mol⁻¹
SMILES: S=C=NSSS
Relative energy (zero: lowest compared OMol25 entry of this formula, charge and spin): 25.7 kJ/mol
Max |F|: 5.0 eV Å⁻¹
Charge: 0

=====

Record 2
DFT (ωB97M-V/def2-TZVPD) results for a molecular structure, C36H46BrN10O2PtS.

Atoms and positions in Å:
1 Pt 0.22261 0.27938 -0.41648
2 C 0.48025 -2.04548 3.45052
3 N 1.21546 -0.79529 3.48224
4 C 1.61931 -0.33205 4.80485
5 C 1.20442 0.04250 2.42077
6 N 0.18623 0.04348 1.56538
7 C -1.14617 0.05432 2.11500
8 C -1.38790 0.81859 3.22327
9 C -2.68644 0.97752 3.75119
10 C -3.74387 0.40161 3.11896
11 C -3.54336 -0.37503 1.94975
12 C -4.66298 -0.92192 1.26844
13 C -4.48811 -1.63507 0.12337
14 C -3.18162 -1.87240 -0.35953
15 C -2.07809 -1.40567 0.29684
16 N -0.77447 -1.71760 -0.19226
17 C -0.54412 -2.98814 -0.46210
18 N 0.38053 -3.42164 -1.35923
19 C 1.20244 -4.59619 -1.10530
20 C 0.70626 -2.69658 -2.56437
21 N -1.17654 -4.00883 0.20075
22 C -1.79151 -3.85375 1.50887
23 C -1.61842 -5.19671 -0.51723
24 C -2.23330 -0.58937 1.45330
25 N 2.27928 0.84549 2.24920
26 C 3.59448 0.47803 2.75051
27 C 2.07275 2.27905 2.02762
28 H 0.97203 -2.74943 4.12211
29 H 0.51581 -2.44237 2.43908
30 H -0.56193 -1.92752 3.75993
31 H 0.77031 -0.42321 5.48744
32 H 1.91019 0.71450 4.76912
33 H 2.44939 -0.92054 5.19882
34 H -0.56211 1.35969 3.67547
35 H -2.83593 1.59348 4.62949
36 H -4.75584 0.54639 3.47994
37 H -5.65355 -0.73972 1.66793
38 H -5.34034 -2.03200 -0.41549
39 H -3.03804 -2.44170 -1.27295
40 H 0.99827 -5.39000 -1.82830
41 H 1.02125 -4.97663 -0.10302
42 H 2.25686 -4.32325 -1.19102
43 H -0.06799 -1.97238 -2.75419
44 H 0.74747 -3.40273 -3.39927
45 H 1.66887 -2.18803 -2.48674
46 H -1.40282 -2.97937 2.01243
47 H -1.56805 -4.73800 2.10945
48 H -2.87635 -3.74574 1.43222
49 H -1.31437 -5.14802 -1.55956
50 H -2.71054 -5.25418 -0.47882
51 H -1.21145 -6.10784 -0.07153
52 H 3.84048 0.98542 3.68814
53 H 4.34012 0.76799 2.00907
54 H 3.65410 -0.59676 2.89930
55 H 1.90574 2.79232 2.98102
56 H 1.23087 2.45778 1.36677
57 H 2.97096 2.69529 1.57227
58 O -2.03061 1.69347 -0.38682
59 C -1.31130 2.70991 -0.26177
60 O -0.03703 2.65015 -0.23182
61 C -1.96841 4.05339 -0.12708
62 C -3.35612 4.13961 -0.06133
63 C -3.97333 5.37948 0.04366
64 C -3.20380 6.53709 0.08174
65 C -1.81743 6.45340 0.02323
66 C -1.20102 5.21298 -0.07841
67 H -3.93645 3.22479 -0.08434
68 H -5.05345 5.44455 0.09755
69 H -3.68546 7.50565 0.15591
70 H -1.21815 7.35598 0.05874
71 H -0.12195 5.12964 -0.12197
72 C 2.58296 -0.90259 -5.74814
73 C 2.09324 0.52860 -5.51281
74 C 1.01967 0.57753 -4.46695
75 N 1.24620 0.55787 -3.20756
76 N 0.08107 0.54559 -2.44746
77 C -1.02208 0.54927 -3.18375
78 N -2.26894 0.46999 -2.70868
79 S -0.67389 0.57638 -4.86531
80 H 3.36070 -0.92074 -6.51270
81 H 1.76644 -1.54993 -6.08047
82 H 2.99500 -1.31572 -4.82547
83 H 1.71772 0.95542 -6.44329
84 H 2.91391 1.15817 -5.17083
85 H -2.38590 0.75876 -1.72444
86 H -3.03020 0.64413 -3.34055
87 Br 3.22735 -1.80878 0.01337
88 C 3.61060 -0.05797 -0.61151
89 C 4.93328 0.24945 -0.88924
90 C 5.21964 1.53659 -1.30847
91 C 4.18824 2.45165 -1.42983
92 C 2.90131 2.03874 -1.14079
93 N 2.60827 0.79271 -0.73628
94 H 5.70505 -0.49823 -0.77539
95 H 6.24205 1.81885 -1.53225
96 H 4.37211 3.46930 -1.74885
97 H 2.05011 2.70316 -1.23314

Cartesian forces (eV/Å) of the 6 atoms listed first:
-0.2 -0.6 -0.3
0.2 0.1 0.0
0.0 -0.1 0.2
0.0 -0.1 -0.1
-0.1 -0.1 -0.1
-0.4 0.2 0.7

Gap between HOMO and LUMO (alpha / beta): 7.675 / 7.674 eV
Molecular weight: 957.88 g mol⁻¹
Relative energy (zero: lowest compared OMol25 entry of this formula, charge and spin): 68.0 kJ/mol
Max |F|: 0.8 eV Å⁻¹
Charge: +1

=====

Record 3
DFT (ωB97M-V/def2-TZVPD) results for C4H4FIN2 in the gas phase.

Atoms and positions in Å:
1 C -0.91443 1.59322 -0.03656
2 C -1.68094 0.42380 0.04956
3 C -0.73076 -0.63437 0.01192
4 C 1.71848 -0.71469 0.00857
5 N 0.39249 1.30602 0.02055
6 N 0.46163 -0.02147 0.05648
7 F -0.71167 -1.97190 0.07691
8 I -3.68738 0.06332 0.01252
9 H -1.11049 2.59641 -0.07212
10 H 2.35028 -0.01129 -0.32823
11 H 2.12934 -1.03899 0.93700
12 H 1.78344 -1.59007 -0.73659

Cartesian forces (eV/Å) of the 6 atoms listed first:
1.8 -2.4 0.7
0.5 -2.0 -0.7
0.1 2.0 0.8
-0.8 -2.7 -0.9
-0.5 0.1 -0.4
-0.1 -1.5 -0.1

Gap between HOMO and LUMO: 9.421 eV
Molecular weight: 225.99 g mol⁻¹
SMILES: Cn1ncc(I)c1F
Max |F|: 3.8 eV Å⁻¹
Charge: 0

=====

Record 4
DFT (ωB97M-V/def2-TZVPD) results for a gas-phase ion, C6H9ClN (charge +1).

Atoms and positions in Å:
1 C -0.47305 -0.66920 -1.74296
2 C 0.81984 -1.01499 -1.56765
3 C -1.24600 -0.13036 -0.62404
4 C 1.55045 -0.59491 -0.30082
5 C 0.96445 0.52135 0.41220
6 C -1.31033 0.68825 1.58696
7 N -0.60666 0.35729 0.43594
8 Cl 1.33468 2.18520 -0.10554
9 H -1.08770 -0.79660 -2.66060
10 H 1.40075 -1.51751 -2.31999
11 H -2.38819 -0.10230 -0.58591
12 H 1.78585 -1.35882 0.53232
13 H 2.58546 -0.29345 -0.51776
14 H 0.97531 0.52629 1.45835
15 H -1.09196 -0.09390 2.38583
16 H -2.37873 0.68560 1.54121
17 H -0.83416 1.60807 2.07246

Cartesian forces (eV/Å) of the 6 atoms listed first:
-1.0 0.1 -0.4
-0.4 0.7 1.0
0.9 0.9 1.4
1.9 -1.8 0.6
-4.1 1.7 0.4
1.5 0.6 4.7

Gap between HOMO and LUMO: 9.235 eV
Molecular weight: 130.60 g mol⁻¹
SMILES: C[N+]1=CC=CC[C@H]1Cl
Relative energy (zero: lowest compared OMol25 entry of this formula, charge and spin): 1.0 kJ/mol
Max |F|: 4.9 eV Å⁻¹
Charge: +1

=====

Record 5
DFT (ωB97M-V/def2-TZVPD) results for a molecular structure, C15H26GaNO4Si2Te.

Atoms and positions in Å:
1 Ga -3.45009 0.43988 0.38314
2 O -5.31346 -0.30810 4.25282
3 C -4.54856 -0.22976 3.20092
4 O -4.76686 0.49616 2.24802
5 C -3.34743 -1.13026 3.24188
6 C -3.19398 -2.11273 4.21018
7 C -2.05421 -2.89877 4.17985
8 C -1.09201 -2.65153 3.21747
9 C -1.32639 -1.64684 2.28755
10 N -2.44255 -0.91014 2.28122
11 C -0.25108 -1.28653 1.31671
12 O 0.89492 -1.69805 1.42640
13 O -0.50488 -0.38948 0.38402
14 H -6.07881 0.28519 4.18858
15 H -3.94937 -2.26020 4.96927
16 H -1.91213 -3.69068 4.90223
17 H -0.16416 -3.20609 3.18972
18 C 0.29820 4.77951 -1.44399
19 Si 0.81745 3.35962 -0.34918
20 C -0.31945 3.11742 1.15124
21 C 2.63665 3.40984 0.18664
22 C 0.66335 1.69619 -1.34142
23 Te 1.44355 0.31586 0.04177
24 C 2.53040 -0.92826 -1.23112
25 Si 1.73529 -1.91430 -2.73018
26 C 0.75999 -0.73988 -3.82588
27 C 0.70972 -3.24754 -1.89538
28 C 3.23507 -2.54393 -3.65530
29 H 0.38855 5.72673 -0.90820
30 H -0.73847 4.67750 -1.76843
31 H 0.92431 4.84367 -2.33512
32 H -0.12660 3.86777 1.91882
33 H -0.19227 2.13681 1.61738
34 H -1.36632 3.22394 0.85302
35 H 2.77938 4.01657 1.08139
36 H 3.25831 3.84610 -0.59772
37 H 3.05273 2.42351 0.40430
38 H 1.26010 1.68669 -2.25224
39 H -0.36846 1.43498 -1.56942
40 H 3.06447 -1.61235 -0.56944
41 H 3.25022 -0.19848 -1.63127
42 H -0.13188 -0.32601 -3.35303
43 H 0.43284 -1.28913 -4.71183
44 H 1.38068 0.08433 -4.18296
45 H -0.23137 -2.85897 -1.49837
46 H 1.25850 -3.71186 -1.07410
47 H 0.46248 -4.03524 -2.60963
48 H 3.87120 -1.72755 -4.00192
49 H 2.91064 -3.09759 -4.53962
50 H 3.85177 -3.21799 -3.05879

Cartesian forces (eV/Å) of the 6 atoms listed first:
0.0 0.0 0.3
0.1 -0.2 0.2
0.2 -0.3 0.0
0.1 0.3 -0.5
0.2 -0.1 0.0
-0.1 0.0 0.1

Gap between HOMO and LUMO: 8.836 eV
Molecular weight: 537.87 g mol⁻¹
Max |F|: 0.8 eV Å⁻¹
Charge: +2

=====

Record 6
DFT (ωB97M-V/def2-TZVPD) results for a molecular structure, C2H5N3O3.

Atoms and positions in Å:
1 C 1.02159 -0.89153 0.10864
2 C -1.24348 -0.66936 0.02010
3 H 3.93418 0.77725 0.06194
4 H 2.21856 1.45362 -0.93973
5 H 0.71560 -1.97656 0.61624
6 H -3.19735 -0.24095 -0.63583
7 H -2.01945 1.47103 1.01342
8 N 2.63945 0.85735 -0.08676
9 N 2.23605 -0.50155 -0.11624
10 N -2.44199 0.11494 -0.19465
11 O -0.11057 -0.11198 0.27801
12 O -1.46875 -1.80769 -0.13812
13 O -2.28384 1.52542 0.01298

Cartesian forces (eV/Å) of the 6 atoms listed first:
1.6 -2.5 2.1
-5.4 1.2 -2.1
-5.5 0.7 -1.5
1.9 -1.8 2.3
1.6 2.5 -2.3
-2.7 -1.1 -1.6

Gap between HOMO and LUMO: 9.753 eV
Molecular weight: 119.08 g mol⁻¹
Relative energy (zero: lowest compared OMol25 entry of this formula, charge and spin): 539.9 kJ/mol
Max |F|: 8.0 eV Å⁻¹
Charge: 0

=====

Q: Which formula does entry 6 have?
A: C2H5N3O3